(1)
71
Properties=species:S:1:pos:R:3:forces:R:3:lowdin_charge:R:1 method="wB97M-V/def2-TZVPD" e_tot_ev=-147108.7475 molar_mass_g_mol=787.984 charge=+1
C -3.875946 1.129322 0.858403 0.000 -0.082 -0.002 -0.32
H -7.599166 -0.796525 -1.627261 0.008 0.001 0.002 0.11
C 1.479835 2.482088 -4.615432 -0.131 -0.042 0.221 -0.31
O 0.903613 -2.029287 -0.931015 0.505 -1.622 -0.894 -0.56
H -3.752148 0.119780 1.248573 -0.018 0.009 0.019 0.01
As -2.463077 1.521121 -0.434474 -0.908 0.640 -0.354 1.02
H 3.032218 1.553642 -1.316358 0.029 -0.043 0.107 0.07
C -6.316510 1.703809 -3.504158 -0.008 0.053 -0.022 -0.08
H 1.548836 3.567769 -4.532097 -0.032 -0.002 -0.024 0.09
P 1.170694 1.759120 -2.909989 0.264 -0.001 -0.320 1.06
C 2.902590 2.070564 -2.264432 -0.233 0.052 -0.173 -0.29
N 3.306255 -1.482619 -0.450162 0.070 0.001 0.100 -0.29
O 2.676957 -2.757849 -2.437866 0.221 -0.116 0.039 -0.27
C -7.267868 0.871649 -2.932871 -0.023 -0.008 -0.006 -0.08
H 3.870542 3.445494 -4.289085 0.012 -0.007 -0.001 0.14
C 4.564710 -0.586363 1.682827 0.008 -0.063 -0.289 -0.68
C 3.891371 2.371964 -4.468242 -0.057 -0.084 0.007 -0.15
S 2.886526 -0.843579 0.945679 0.937 0.054 -0.270 0.54
C -4.974125 1.541025 -3.199421 0.051 -0.078 0.012 -0.07
H -1.506110 -3.584973 4.533321 0.039 -0.007 -0.058 0.12
N -1.240863 -2.306490 2.852766 -0.007 -0.157 0.246 -0.02
H -6.620235 2.482589 -4.192002 0.000 -0.015 -0.006 0.11
H -2.574815 3.669979 -1.821206 0.000 -0.016 -0.005 0.02
C -5.522104 -0.291533 -1.759318 0.053 0.000 0.017 -0.06
S 2.271894 -2.480203 -1.086318 0.158 -0.115 -0.600 0.59
C 3.979860 0.263172 -3.413687 0.147 0.103 0.117 -0.10
H 3.604511 0.322044 -6.068980 0.028 -0.068 0.089 0.15
H -4.859420 1.229052 0.401612 0.001 0.007 -0.024 0.03
H 0.630533 2.262500 -5.266048 -0.011 -0.012 0.029 0.09
H -2.249517 0.557202 3.646625 0.002 0.002 -0.027 0.11
F 5.240534 -1.721087 1.710467 -0.001 -0.007 0.014 0.17
H -8.315496 0.996791 -3.172134 0.006 0.003 0.001 0.11
N 2.708616 1.989921 -5.235024 0.117 0.035 -0.165 -0.15
C -3.150748 3.274914 -0.984964 0.097 -0.125 -0.006 -0.32
H -2.474856 0.626386 -2.813300 0.046 0.011 0.022 0.06
H -0.791253 -2.922785 2.198972 0.020 -0.010 -0.051 0.14
H -4.233644 2.179799 -3.667358 -0.007 0.042 0.017 0.11
F 4.453848 -0.100174 2.903306 -0.111 0.063 0.074 0.18
H -4.198865 3.199530 -1.265472 -0.039 0.003 -0.020 0.02
C 1.454112 0.001231 -3.470690 -0.320 0.163 0.419 -0.27
H 4.003218 -0.281515 -2.480324 -0.117 -0.198 0.227 0.11
C -4.557326 0.547423 -2.313955 -0.065 0.002 -0.047 -0.33
H -3.797027 1.834265 1.685740 0.038 0.003 -0.002 0.03
C 2.367770 -4.086810 -0.118091 0.092 -0.152 -0.002 -0.66
H -5.212453 -1.087046 -1.090386 -0.017 0.014 0.018 0.11
H -2.491984 -1.288189 5.649676 0.013 -0.022 -0.006 0.10
H -3.056557 3.963663 -0.146182 0.037 -0.030 0.022 0.02
H 1.363905 -0.681524 -2.618388 0.318 0.189 -0.400 0.04
F 1.235663 -4.261598 0.556875 0.080 0.005 0.047 0.14
N 3.950433 1.663459 -3.198498 0.183 0.066 0.039 -0.14
H 2.859286 -1.209067 -4.344581 -0.025 -0.003 -0.125 0.17
F 3.395784 -4.057680 0.716459 -0.093 0.001 -0.019 0.16
O 2.364616 0.487054 0.765969 1.435 0.682 0.316 -0.49
C 2.715652 0.588587 -5.496463 -0.066 0.160 -0.270 -0.11
H -2.905269 -0.637914 -1.655400 0.025 -0.026 -0.060 0.07
C -1.976886 -0.485670 3.631241 -0.013 -0.091 0.043 -0.16
H 3.003120 3.140381 -2.071485 -0.021 -0.016 0.046 0.10
Rb 0.064452 -0.186882 0.304290 -2.524 1.241 0.777 0.97
H 4.781938 2.126806 -5.050072 -0.001 0.019 0.010 0.14
H 1.825569 0.292436 -6.051539 -0.004 -0.054 0.060 0.15
F 2.525483 -5.098267 -0.955888 -0.049 0.044 -0.116 0.17
C -1.608293 -2.597486 4.116392 -0.056 0.061 0.061 -0.08
N 2.747330 -0.201705 -4.198623 -0.022 -0.224 0.184 -0.06
F 5.189937 0.295021 0.899460 0.062 -0.120 0.164 0.15
H 4.846981 -0.013173 -4.015663 -0.085 -0.030 -0.076 0.15
O 2.084202 -1.735305 1.725868 -0.002 -0.198 0.672 -0.31
C -2.099390 -1.434955 4.659167 -0.023 0.024 0.013 -0.06
C -6.865210 -0.132076 -2.064645 -0.019 -0.008 0.017 -0.07
C -3.113959 0.390435 -1.960020 0.064 0.088 0.199 -0.34
N -1.452948 -1.020688 2.537657 -0.055 0.023 -0.001 -0.08
H 0.653349 -0.271177 -4.161225 0.000 -0.009 -0.026 0.11



(2)
54
Properties=species:S:1:pos:R:3:forces:R:3:mulliken_spin:R:1 method="wB97M-V/def2-TZVPD" e_tot_ev=-70074.7568 molar_mass_g_mol=663.940 charge=-1 spin_multiplicity=4
H -4.031852 -1.261305 0.509736 -0.140 -0.039 -0.275 0.00
O 0.506788 -1.658625 1.156696 2.184 -1.335 -0.573 0.50
C 0.379288 3.510725 -1.531654 1.043 1.675 -1.167 0.00
H -2.415722 -1.313465 -4.141814 0.091 -0.308 0.629 0.00
H -2.175562 1.477365 1.235906 -0.186 0.161 -0.200 0.00
C 1.441268 3.957825 -0.499964 -1.355 -1.693 -1.877 0.00
P -1.019112 -4.799625 1.559176 0.105 -2.255 -0.154 -0.11
H 2.426938 3.607175 -0.805904 0.114 -0.294 -0.315 0.00
O -0.492212 -0.749165 -3.277534 -0.378 -1.093 -2.509 0.00
O 2.327058 -3.370365 1.913146 0.769 -0.246 0.342 0.00
O -2.534112 0.821045 3.727706 -0.294 0.328 0.884 0.00
H 1.944738 0.354695 -0.419844 -0.414 0.479 -0.328 0.00
H 2.231318 0.767715 1.491446 -0.347 0.270 0.104 0.00
H 4.965068 0.298345 1.636466 -0.009 -0.523 0.029 0.00
H 1.780898 -2.670845 1.554506 0.188 0.124 0.068 -0.01
H -2.528642 -0.016525 4.191046 -0.186 -0.139 0.142 0.00
C -2.316452 0.692945 -3.167194 -1.349 -0.286 -0.530 0.00
H -1.966542 -0.130905 -1.383054 -0.045 0.090 -0.101 0.00
H 4.516598 -0.697235 -0.667904 -0.028 -0.048 0.100 0.00
Ag -0.184482 -2.986165 -0.426644 0.885 -0.221 -1.086 0.44
H 1.491138 5.034535 -0.662174 -0.289 0.395 1.533 0.00
O -0.576472 -4.419295 2.996096 -0.476 -0.530 -0.445 0.36
O 0.223228 -4.833735 0.556456 -1.644 -1.144 0.958 0.29
O 0.670858 0.791315 0.629136 -1.731 -2.260 -0.641 0.02
H 0.675198 3.975975 -2.471904 0.170 0.111 -0.397 0.00
H -3.236382 1.097205 -3.589594 -0.374 -0.385 -0.303 0.00
O -1.775182 2.344625 1.174376 -0.488 0.638 -0.176 0.00
C 3.666358 -0.351365 -0.080054 -0.224 0.905 0.881 0.00
H -0.649202 3.853155 -1.417374 -0.043 0.403 1.020 0.00
H 0.282138 1.693335 -0.943754 0.035 -0.093 0.074 0.00
O -1.579242 -3.432375 1.095466 -2.459 0.273 -0.362 0.53
O -1.344702 -0.263895 1.681556 -0.422 -0.389 0.071 0.02
O -3.876362 -0.627645 1.210116 -0.962 -0.236 0.126 0.00
O -2.142362 -5.938555 1.420906 2.966 2.763 0.367 0.55
H -0.885012 2.176615 0.865166 0.121 0.220 0.171 0.00
H 4.462438 1.512535 0.547886 -0.378 0.693 0.044 0.00
H -2.293872 0.599215 2.828086 0.212 0.123 0.046 0.00
O -0.788902 -1.012065 -0.704654 0.617 0.665 0.683 0.15
H -1.597972 -0.093755 -5.034394 0.978 -0.049 0.000 0.00
H -1.720532 1.603015 -3.098294 0.951 -0.470 -0.206 0.00
O -2.689202 0.270355 -1.871264 -0.896 0.171 -0.264 0.02
H -2.923182 -0.558485 1.263926 0.390 0.006 -0.033 0.00
O 1.079488 3.379445 0.710286 0.127 2.133 1.811 0.00
O 3.060188 0.833425 1.971286 -0.047 0.208 0.614 0.00
O 2.731118 0.280975 -0.965524 1.193 -0.433 0.083 0.00
H 1.832978 -4.172165 1.742186 -0.113 -0.243 -0.056 0.00
C 4.092928 0.632685 1.074596 0.762 -1.055 -1.681 0.00
H 0.973408 2.425345 0.715296 0.515 -0.045 -0.509 0.00
C -1.722342 -0.480865 -4.023074 0.425 2.444 2.378 0.00
H -0.613202 -0.556325 -2.344914 -0.028 0.066 -0.275 0.00
P -0.265562 -0.434205 0.645616 0.700 3.475 0.101 0.03
O 0.383938 2.167035 -1.772514 -0.039 -1.743 -0.489 0.00
Ag -0.928632 -2.164745 2.790976 -0.639 -0.716 1.668 0.22
H 3.127668 -1.164935 0.405746 0.439 -0.546 0.024 0.00



(3)
45
Properties=species:S:1:pos:R:3:forces:R:3:nbo_charge:R:1 method="wB97M-V/def2-TZVPD" e_tot_ev=-189223.0675 molar_mass_g_mol=957.788 charge=-2
H -0.699233 0.492627 4.478004 0.026 -0.021 -0.018 0.20
H 4.599467 1.367227 -3.434296 0.085 -0.003 -0.070 0.19
C -0.205733 0.097727 2.440404 -0.209 0.628 0.282 -0.13
C -2.964233 -0.986773 -0.277896 -0.109 -0.935 0.360 -0.15
Te 2.213267 -3.650773 -0.503196 2.534 -0.168 -1.553 -0.01
C 2.051367 -0.709973 2.023104 1.256 1.328 -0.326 -0.30
Pd 0.964067 -2.435073 1.334604 -0.116 -0.424 0.807 0.12
C 2.783467 0.973527 -0.613496 -0.136 -0.016 0.063 -0.23
C 3.796067 1.034127 -2.790896 0.173 0.037 -0.163 -0.23
C 0.074567 0.176627 3.786704 -0.335 0.038 -0.145 -0.25
C -2.786333 2.568227 -1.342596 0.343 0.261 -0.018 -0.20
Se 1.376967 -3.831773 -2.802696 -0.622 0.102 -0.566 -0.87
H 4.619967 1.971627 -1.047796 0.042 0.057 -0.019 0.19
C -4.294633 -1.251373 -0.499296 0.438 -0.048 -0.094 -0.27
C 2.318867 -0.599473 3.397804 -0.055 0.214 0.236 -0.20
C -0.584233 1.896027 -0.705496 -0.135 -0.609 0.498 -0.21
H -6.172233 -0.484473 -1.201796 -0.139 -0.032 -0.035 0.20
H -3.489033 3.312927 -1.698296 -0.002 0.035 -0.029 0.19
H 0.994667 -0.845173 -2.845496 0.063 -0.058 0.075 0.25
C 0.777767 -0.302073 1.527904 0.300 0.663 0.061 -0.47
I -1.914733 -2.505873 0.734104 -1.212 -0.101 0.003 0.31
C -3.268133 1.271527 -1.071296 0.185 -0.156 0.042 -0.07
H -4.676733 -2.232673 -0.264996 -0.083 -0.045 0.064 0.22
Te 0.947467 -4.826473 1.544904 -0.580 -3.064 0.983 -0.01
C -4.626233 0.975927 -1.288496 -0.350 -0.165 0.002 -0.22
H 2.910867 -0.846473 1.332904 -0.740 0.049 0.517 0.25
H -1.101933 3.877027 -1.344796 -0.005 0.043 -0.030 0.20
C 2.774567 0.249327 -3.299896 0.083 0.094 -0.079 -0.23
C -5.128133 -0.270273 -1.027496 -0.195 0.538 -0.170 -0.20
C 1.335967 -0.170173 4.264004 0.393 -0.132 0.054 -0.21
H 1.538367 -0.111273 5.326904 0.023 -0.042 0.009 0.19
C 3.806267 1.380627 -1.450596 0.159 0.186 0.073 -0.22
C -1.465533 2.875127 -1.150496 -0.685 0.387 -0.234 -0.22
P 0.369667 -0.606073 -0.222896 0.046 0.237 -0.707 0.89
C -1.001233 0.602427 -0.420996 0.449 1.023 -0.416 -0.33
H 2.797167 1.272427 0.430204 -0.077 -0.086 -0.069 0.22
H 3.295067 -0.883073 3.783304 -0.122 0.012 -0.108 0.20
H 2.772267 -0.055773 -4.335896 0.046 -0.023 -0.110 0.21
Se 0.134767 -3.349873 3.536704 -0.576 -0.218 0.960 -0.87
C 1.766167 -0.184473 -2.464396 -0.029 0.082 -0.003 -0.11
H -1.199333 0.368227 2.074604 0.295 -0.106 0.141 0.20
C 1.752967 0.187627 -1.120496 -0.193 -0.101 -0.032 -0.37
H 0.453367 2.163427 -0.544096 -0.082 -0.038 -0.078 0.22
H -5.268533 1.763027 -1.663096 -0.049 0.041 -0.042 0.19
C -2.379233 0.262027 -0.582996 -0.101 0.536 -0.116 -0.02



(4)
18
Properties=species:S:1:pos:R:3:forces:R:3:nbo_charge:R:1 method="wB97M-V/def2-TZVPD" e_tot_ev=-16344.2091 molar_mass_g_mol=159.135 smiles="CC(F)(F)c1ccc[nH]c1=O"
C 1.439081 -0.242177 -0.216521 0.783 -0.249 -2.722 -0.14
O -1.860387 -0.141268 1.314787 0.687 0.606 -1.056 -0.62
C 2.173584 0.058734 0.930548 -0.128 -1.081 1.492 -0.34
C 0.112170 -0.248526 -0.143781 -4.445 0.066 -2.099 -0.18
H -1.206970 1.458066 -1.800636 0.322 0.994 -0.468 0.24
H -2.574558 0.700901 -1.120489 -0.882 -0.033 0.464 0.25
F -1.255142 -1.775388 -1.507474 -1.087 -0.212 -0.196 -0.31
C -0.899204 -0.505987 -1.548936 4.944 1.095 0.940 0.75
H 1.923621 -0.498181 -1.236760 -0.751 0.711 1.911 0.26
H 1.980550 0.183610 3.138801 0.322 -0.278 -1.286 0.21
C -0.649815 -0.044186 1.111070 -0.611 -1.211 1.186 0.60
H 3.212275 0.093068 0.954515 1.636 0.049 -0.224 0.23
C -1.847337 0.615456 -1.892445 0.326 -1.694 0.635 -0.68
H -2.260633 0.444530 -2.880558 -0.049 0.219 -0.036 0.24
C 1.539695 0.025138 2.125173 0.052 1.553 1.347 0.07
F 0.078578 -0.449590 -2.668187 -1.205 -0.246 1.549 -0.42
N 0.184247 0.040110 2.245085 1.117 0.146 -0.641 -0.56
H -0.089756 0.285690 3.195808 -1.032 -0.434 -0.796 0.42



(5)
19
Properties=species:S:1:pos:R:3:forces:R:3:nbo_charge:R:1 method="wB97M-V/def2-TZVPD" e_tot_ev=-12421.1539 molar_mass_g_mol=130.147 smiles="[H]/N=C/C(C)(C)O.N=C=O"
C -0.157949 1.176155 0.605528 -1.907 -3.084 -0.972 0.16
H -0.103098 0.444658 -1.807781 -0.047 0.084 -0.039 0.49
H -2.252374 -1.424254 -0.574964 0.122 -0.125 0.162 0.22
H 1.891141 -0.495609 -1.452381 -0.210 0.062 0.093 0.45
O 0.022498 -0.442013 -1.434555 0.034 0.230 0.184 -0.74
N -0.229352 2.165944 -0.140875 -0.803 -0.380 -1.435 -0.68
H -0.718148 3.008383 0.132482 1.028 0.420 0.864 0.37
C 2.673259 0.759996 -0.143578 -0.107 1.253 0.858 0.85
O 2.721756 1.594135 0.693273 0.264 -1.063 -0.788 -0.54
C 0.148536 -1.491370 0.734275 0.228 0.182 -0.217 -0.65
C -0.439733 -0.360325 -0.096166 0.588 1.456 0.752 0.23
H -0.247743 -1.465908 1.747909 -0.121 -0.008 0.014 0.22
H -2.412889 0.301008 -0.756384 0.109 0.163 0.092 0.22
C -1.970725 -0.471304 -0.126364 0.197 0.250 -0.002 -0.64
H 1.231898 -1.437779 0.806995 0.092 0.101 -0.058 0.22
H -0.368068 1.057375 1.667150 0.097 0.612 0.422 0.15
N 2.695241 -0.066672 -1.010256 0.694 -0.132 -0.033 -0.78
H -0.094933 -2.452309 0.280695 -0.132 -0.007 0.026 0.22
H -2.389316 -0.400111 0.874999 -0.127 -0.015 0.077 0.21